#P
This record from the OMol25 dataset describes a 2-piece molecular cluster, C6H18N3 overall. The level of theory is ωB97M-V/def2-TZVPD.

XYZ file:
```
27
Properties=species:S:1:pos:R:3:mulliken_charge:R:1
N -0.9751 -1.8158 -0.6649 -0.67
N -1.3744 0.6949 -0.4309 0.37
N -2.7324 0.7610 -0.3045 -1.00
C -0.5438 -0.0265 0.2194 0.40
C 1.2360 1.6183 0.5864 -1.71
C 1.1790 0.3101 -1.6401 -1.98
C 0.9363 0.2149 -0.0703 1.73
C 1.9982 -0.7632 0.4621 -1.90
C -1.0008 -0.4948 1.5641 -1.45
H 2.8655 -0.5221 -0.0408 0.56
H 1.0906 1.5972 1.7051 0.38
H 2.3334 -0.5716 1.5807 0.32
H -0.6662 0.3045 2.1945 0.41
H 2.3049 1.8472 0.3754 0.43
H 0.6627 2.3618 0.2296 0.50
H -2.9951 0.2539 0.5474 0.30
H 1.6017 -0.6106 -1.9374 0.45
H 1.6721 -1.7765 0.3592 0.43
H -0.3100 -1.3737 1.8954 0.30
H -2.0020 -1.6621 -0.7038 0.35
H -1.0585 1.3877 -1.1306 0.37
H -3.0189 1.7426 -0.1386 0.30
H -2.0453 -0.6169 1.7336 0.48
H -0.6368 -2.8128 -0.7488 0.26
H 1.9773 0.9258 -1.8379 0.52
H 0.3137 0.5786 -2.1162 0.54
H -0.8122 -1.5518 -1.6878 0.31
```

HOMO level = -13.5 eV
Total charge = +1
Lowest unoccupied orbital energy = -2.8 eV

#Q
This record from the OMol25 dataset describes a 2-piece molecular cluster, C6H18N3 overall. The level of theory is ωB97M-V/def2-TZVPD.

XYZ file:
```
27
Properties=species:S:1:pos:R:3:mulliken_charge:R:1
N 0.4125 2.0184 1.6200 -0.46
N 0.8466 -0.2258 1.7799 -0.32
N -1.2430 0.5081 1.1308 -0.23
C 2.7200 -0.0998 -1.7911 -1.02
C 0.0021 0.7572 1.4901 0.81
C -1.8124 -0.8446 0.8958 -0.26
C 1.5835 -1.0647 -2.2105 -0.36
C 0.2171 -0.3472 -2.2920 -0.80
C -2.9175 -0.6884 -0.1142 -1.29
H 1.3941 2.2542 1.6635 0.21
H 0.2373 0.5163 -1.6194 0.21
H 0.0451 -0.0311 -3.3199 0.41
H 0.7298 -1.0999 1.2986 0.19
H 1.9053 -1.4830 -3.1669 0.34
H -0.5955 -1.0366 -2.1022 0.10
H -3.5887 0.1636 0.0048 0.40
H 1.5068 -1.8374 -1.4473 0.25
H -2.3898 -0.5842 -1.0653 0.24
H -1.6727 1.2077 0.5447 0.28
H -1.0331 -1.5501 0.6408 0.25
H 2.3685 0.5386 -0.9663 0.16
H 1.7155 0.0508 2.2052 0.24
H -2.1422 -1.1939 1.8607 0.40
H 3.5583 -0.7055 -1.4660 0.33
H -0.2417 2.7756 1.7480 0.22
H -3.4993 -1.5820 -0.3577 0.35
H 2.9535 0.5546 -2.6232 0.35
```

HOMO level = -14.6 eV
Total charge = +1
Lowest unoccupied orbital energy = -2.9 eV

Stability check: which of them is most stable? #Q.

#P
This record from the OMol25 dataset describes a 2-piece molecular cluster, C4H7NSi overall. The level of theory is ωB97M-V/def2-TZVPD.

XYZ file:
```
13
Properties=species:S:1:pos:R:3:mulliken_charge:R:1
Si 1.3648 -0.2054 -0.5309 0.36
N 1.4584 0.1830 1.1046 -0.42
C -0.2824 0.2419 -1.2428 -0.33
C -1.8200 -0.7971 -0.1902 -0.60
C -2.9562 -0.1908 0.2006 -0.05
C -3.8065 0.4813 0.7521 -0.15
H 1.1305 -0.4534 1.7768 0.21
H 1.9133 -1.5710 -0.6560 -0.10
H 1.9583 0.9189 -1.1737 -0.16
H -1.6061 -1.7511 -0.5832 0.39
H -4.6073 1.2433 0.7616 0.32
H 1.5570 1.1082 1.6056 0.25
H -0.6606 1.3678 -1.2441 0.27
```

HOMO level (alpha / beta) = -8.4 / -8.9 eV
Total charge = 0
Lowest unoccupied orbital energy (alpha / beta) = -0.7 / -0.6 eV

#Q
This record from the OMol25 dataset describes one molecule with the formula C4H7NSi. The level of theory is ωB97M-V/def2-TZVPD.

XYZ file:
```
13
Properties=species:S:1:pos:R:3:mulliken_charge:R:1
Si -0.1193 0.0068 1.0777 0.42
N 0.6088 -2.6015 -0.5879 -0.46
C -0.4456 1.9676 -0.6210 -0.26
C 0.4269 1.3491 0.2331 -0.19
C -0.1995 -1.4763 -0.3018 -0.44
C -0.8265 3.0232 -1.0380 -0.32
H 1.3435 1.7357 0.8478 0.27
H 0.9802 -0.2439 1.9521 -0.20
H -0.7313 -1.1366 -1.1320 0.42
H -1.5313 -0.1091 1.6775 -0.12
H -1.1921 3.9631 -1.3509 0.40
H 1.2245 -2.9916 0.2604 0.25
H 0.4617 -3.4865 -1.0170 0.24
```

HOMO level (alpha / beta) = -7.8 / -6.4 eV
Total charge = 0
Lowest unoccupied orbital energy (alpha / beta) = 0.7 / -1.1 eV

Stability check: which of them is most stable? #Q.

#P
This record from the OMol25 dataset describes C30H33Ge2N4O2PdS as an isolated structure. The level of theory is ωB97M-V/def2-TZVPD.

XYZ file:
```
73
Properties=species:S:1:pos:R:3:mulliken_charge:R:1
Pd -0.9403 0.0310 1.7737 -0.47
Ge -1.0664 -0.0216 -0.6926 1.14
Ge -0.5227 -1.8770 -2.2483 0.84
S -3.4677 -0.2404 2.1926 -0.15
O -0.9293 0.3226 4.0547 -0.72
O 1.7590 -0.6964 -0.1804 -0.69
N -2.5541 -2.5262 1.1652 -0.12
N 1.4806 0.3110 2.3666 0.47
N 2.4504 0.7808 1.4844 -0.59
N -2.0469 -2.1993 3.3849 -0.64
C 1.1220 3.5650 -1.3890 -0.36
C 5.5303 2.1108 -0.9909 -0.59
C 5.3204 2.0834 -2.3651 -0.43
C -0.1285 -0.0693 4.9718 0.05
C -0.6233 -0.3862 6.2735 -0.19
C 0.1978 -0.8172 7.2934 -0.37
C -0.1933 1.5336 -1.5967 -0.20
C 0.4872 2.4692 -0.8158 -0.09
C 4.6080 1.5297 -0.1315 -0.38
C -0.2259 1.7450 -2.9767 -0.04
C 1.0866 3.7508 -2.7636 -0.50
C -5.1764 -0.5006 -1.9820 -0.80
C -3.8409 -0.7318 -1.6756 -0.25
C -2.9591 0.2999 -1.3481 0.31
C 4.1825 1.4664 -2.8674 -0.74
C 1.5730 -0.9499 7.0935 -0.55
C -0.9409 -3.6771 -1.5091 -1.43
C -1.5224 -1.8835 -3.9805 -1.45
C 1.9634 0.1255 3.5367 -0.66
C -3.4877 1.5942 -1.3497 -0.48
C -4.8179 1.8437 -1.6589 -0.57
C 2.0820 -0.6357 5.8431 -0.59
C 1.3274 -2.0640 -2.8992 -1.36
C 3.4691 0.8998 -0.6311 0.23
C -2.5687 -1.6669 2.2241 -0.08
C 3.2710 0.8726 -2.0061 0.19
C 0.4074 2.8361 -3.5598 -0.61
C 1.2810 -0.2180 4.7794 0.29
C 2.4403 0.2506 0.2775 -0.20
C -5.6736 0.7950 -1.9757 -0.40
H -2.0173 -3.8180 -1.3773 0.35
H -0.4550 -3.7990 -0.5400 0.32
H 0.3750 2.9719 -4.6364 0.35
H -1.2734 -2.7960 -4.5319 0.49
H -1.8960 -1.4473 4.0551 0.32
H 2.3752 0.3995 -2.3797 0.38
H -2.4754 -3.5111 1.3507 0.25
H 6.0358 2.5452 -3.0374 0.35
H -0.5763 -4.4515 -2.1901 0.48
H -1.6904 -0.2663 6.4293 0.43
H 3.1515 -0.7145 5.6663 0.29
H 1.5871 -1.2251 -3.5479 0.35
H 1.5970 4.5950 -3.2143 0.33
H 6.4155 2.5919 -0.5876 0.36
H -5.8297 -1.3323 -2.2257 0.37
H 1.6676 4.2596 -0.7602 0.39
H 2.2261 -1.2809 7.8919 0.36
H -0.2321 -1.0498 8.2634 0.33
H -3.1053 -2.2473 0.3718 0.11
H -5.1941 2.8617 -1.6464 0.37
H -3.4765 -1.7573 -1.7040 0.21
H 2.0163 -2.0715 -2.0561 0.33
H 1.4158 -2.9880 -3.4791 0.54
H 3.0470 0.2527 3.6329 0.21
H -0.7644 1.0440 -3.6093 0.21
H -2.8393 2.4273 -1.0954 0.34
H -6.7150 0.9857 -2.2102 0.32
H -1.1818 -2.7038 3.2266 0.29
H -1.2209 -1.0294 -4.5922 0.39
H 0.5460 2.3173 0.2573 0.22
H 4.7422 1.5611 0.9415 0.42
H 3.9955 1.4570 -3.9357 0.37
H -2.6042 -1.8368 -3.8512 0.36
```

HOMO level (alpha / beta) = -0.6 / -1.6 eV
Total charge = -2
Spin multiplicity = 2
Lowest unoccupied orbital energy (alpha / beta) = 4.7 / 4.7 eV

#Q
This record from the OMol25 dataset describes C30H33Ge2N4O2PdS as an isolated structure. The level of theory is ωB97M-V/def2-TZVPD.

XYZ file:
```
73
Properties=species:S:1:pos:R:3:mulliken_charge:R:1
Pd -0.2633 -0.4543 -1.8328 -0.30
Ge -1.2821 -0.2019 0.3939 0.98
Ge -1.6176 1.8755 1.6814 0.92
S -2.4681 -0.8633 -3.0949 -0.11
O 0.5809 -1.1146 -3.8984 -0.69
O 1.3372 0.9602 0.5916 -0.75
N 2.3013 -0.1205 -1.7423 0.46
N -2.3940 1.6629 -2.1699 -0.10
N -1.0392 1.2571 -3.9889 -0.63
N 3.0577 -0.1044 -0.5725 -0.71
C 3.0452 0.0441 -2.7706 -0.62
C 1.5003 -0.6657 -4.6622 -0.25
C -3.1262 1.8144 2.9916 -1.46
C 4.6853 0.3445 1.7015 -0.39
C 3.2964 0.2540 1.7327 0.03
C -5.5972 -0.5627 0.1486 -0.83
C -0.1569 2.5489 2.8131 -1.29
C -4.3092 -0.0529 0.2799 -0.15
C 2.4431 0.3835 0.4829 -0.13
C 1.0044 -3.2620 2.2865 -0.53
C 4.7949 0.0362 4.0890 -0.40
C -5.8032 -1.9336 0.1410 -0.43
C -4.7060 -2.7795 0.2642 -0.57
C 0.4179 -2.3890 1.3767 0.24
C 2.6690 0.0562 2.9587 0.30
C 3.4093 -0.0648 4.1261 -0.97
C -3.1890 -0.8768 0.3943 0.24
C -0.8434 -1.3912 3.1327 -0.06
C 3.4930 0.3159 -6.4687 -0.56
C 2.3178 -0.2667 -6.9506 -0.34
C -0.5193 -1.4343 1.7748 -0.36
C 3.6600 0.3957 -5.0956 -0.60
C 2.7044 -0.0588 -4.1841 0.46
C -3.4281 -2.2549 0.3855 -0.47
C 5.4290 0.2454 2.8703 -0.55
C 0.6640 -3.2006 3.6306 -0.47
C -0.2659 -2.2585 4.0522 -0.54
C -2.0758 3.4393 0.5497 -1.46
C -1.8416 0.7098 -2.9965 -0.19
C 1.3599 -0.7439 -6.0836 -0.11
H 0.0253 1.8886 3.6640 0.32
H 1.5888 -0.0071 2.9769 0.73
H -6.8031 -2.3401 0.0378 0.32
H -2.0860 4.3376 1.1743 0.48
H -3.1746 1.3362 -1.6233 0.11
H 0.7194 -2.4270 0.3339 0.21
H -0.3776 1.9314 -3.6187 0.30
H -0.5461 0.5136 -4.4739 0.31
H -1.5631 -0.6614 3.4898 0.16
H 6.5101 0.3279 2.8299 0.35
H 0.7571 2.6202 2.2282 0.30
H -4.8476 -3.8554 0.2541 0.37
H 1.7416 -3.9796 1.9438 0.39
H -0.5364 -2.1914 5.1012 0.36
H -6.4395 0.1154 0.0544 0.37
H 4.0984 0.2725 -2.5733 0.21
H 1.1274 -3.8715 4.3455 0.32
H 5.3755 -0.0478 5.0014 0.35
H 4.5720 0.8299 -4.6935 0.28
H -4.0749 1.5179 2.5452 0.36
H -1.3281 3.5563 -0.2356 0.33
H 2.1543 -0.3500 -8.0215 0.33
H 4.2539 0.6856 -7.1453 0.36
H 2.8995 -0.2380 5.0675 0.39
H -0.4518 3.5327 3.1943 0.53
H -3.2396 2.8117 3.4307 0.47
H -3.0567 3.3331 0.0796 0.34
H 5.1680 0.4812 0.7427 0.44
H -2.5864 -2.9371 0.4613 0.31
H -2.4811 2.5887 -2.5560 0.27
H 0.4488 -1.2050 -6.4498 0.42
H -4.1858 1.0276 0.2950 0.22
H -2.9067 1.1148 3.8013 0.41
```

HOMO level (alpha / beta) = -0.7 / -1.5 eV
Total charge = -2
Spin multiplicity = 2
Lowest unoccupied orbital energy (alpha / beta) = 4.7 / 4.7 eV

Stability check: which of them is most stable? #P.